1.
Entry from the OMol25 dataset: a structure of composition C21H36MoP2Se at a distorted geometry (wB97M-V/def2-TZVPD).

LUMO energy (spin up / spin down): -6.49 / -6.33 eV
Net charge: +2
HOMO (spin up / spin down): -0.4204 / -0.4811 Ha
Spin multiplicity: 3
ΔE to the lowest compared entry with this formula, charge and spin: 453.97 kJ/mol
E: -108115.651 eV

Cartesian coordinates (Å):
P  -1.014  0.473  2.159
P  1.682  -1.294  -1.113
C  -1.009  -0.103  0.400
C  -0.136  -1.260  -0.315
H  -0.936  0.999  -0.063
H  -2.009  -0.539  0.272
H  0.185  -1.856  0.540
H  -0.699  -1.950  -0.953
C  1.828  -0.220  -2.596
H  2.910  -0.318  -2.653
H  1.570  0.848  -2.526
H  1.470  -0.711  -3.496
C  1.877  -2.972  -1.746
H  1.718  -2.925  -2.840
H  1.163  -3.700  -1.314
H  2.904  -3.292  -1.500
C  -2.022  1.987  2.300
H  -1.722  2.483  3.239
H  -3.070  1.679  2.321
H  -1.874  2.706  1.481
C  -1.875  -0.801  3.026
H  -1.678  -1.769  2.588
H  -2.936  -0.589  2.981
H  -1.499  -0.813  4.041
Mo  -0.520  0.528  -1.694
C  -1.815  -0.562  -2.876
C  -1.294  0.654  -3.535
C  -2.006  1.939  -3.641
C  -3.050  2.345  -2.567
C  -2.747  1.716  -1.251
C  -3.413  0.583  -0.777
C  -4.064  -0.434  -1.628
C  -3.362  -0.741  -2.950
C  0.685  0.838  2.616
H  -1.325  -1.514  -3.118
H  -0.201  0.641  -3.766
H  -2.473  1.840  -4.616
H  -1.248  2.729  -3.699
H  -3.020  3.439  -2.470
H  -4.049  2.087  -2.916
H  -2.330  2.431  -0.522
H  -3.687  0.517  0.302
H  -5.117  -0.204  -1.824
H  -4.086  -1.347  -1.036
H  -3.583  -1.789  -3.209
H  -3.805  -0.124  -3.759
H  1.135  0.104  3.295
H  0.726  1.787  3.155
H  1.378  0.928  1.744
Se  3.115  -0.236  0.297
C  4.109  -0.403  2.023
C  4.883  0.727  2.264
C  5.725  0.727  3.360
C  5.747  -0.384  4.211
C  4.919  -1.486  3.983
C  4.061  -1.504  2.875
H  4.825  1.581  1.599
H  6.352  1.589  3.533
H  6.424  -0.397  5.055
H  4.916  -2.346  4.644
H  3.369  -2.321  2.663

Atomic partial charges in e from the Löwdin method, atoms 1 to 2: 0.898, 0.556

2.
Entry from the OMol25 dataset: a cluster of 2 separate species, C4H10NO in total at a distorted geometry (wB97M-V/def2-TZVPD).

LUMO energy: -5.44 eV
Net charge: +1
HOMO: -0.5219 Ha
Spin multiplicity: 1
ΔE to the lowest compared entry with this formula, charge and spin: 189.23 kJ/mol
E: -7839.356 eV

Cartesian coordinates (Å):
C  -1.676  2.085  -0.096
C  -1.379  0.673  0.304
C  -0.445  0.332  1.173
N  -0.248  -1.077  1.402
C  0.813  -1.747  1.627
H  -1.894  2.162  -1.153
H  -0.830  2.723  0.134
H  -2.556  2.398  0.476
H  -1.951  -0.082  -0.234
H  0.374  0.920  1.573
H  -1.089  -1.613  1.196
H  1.677  -1.330  2.120
H  0.875  -2.749  1.222
H  2.536  -0.713  -3.963
H  3.276  -0.800  -2.659
O  2.517  -1.183  -3.121

Atomic partial charges in e from the Löwdin method, atoms 1 to 2: -0.053, -0.088

3.
Entry from the OMol25 dataset: a structure of composition C3H7IN2Si at a distorted geometry (wB97M-V/def2-TZVPD).

LUMO energy: 0.57 eV
HOMO: -0.3280 Ha
Spin multiplicity: 1
ΔE to the lowest compared entry with this formula, charge and spin: 0.00 kJ/mol
E: -22184.637 eV

Cartesian coordinates (Å):
C  0.591  -1.538  -0.913
C  0.913  -1.590  0.549
C  -0.437  2.355  -0.362
N  -0.122  -0.623  -1.405
N  0.535  -0.340  1.154
Si  -0.713  0.502  -0.229
I  -3.113  0.020  0.189
H  0.977  -2.318  -1.562
H  0.385  -2.464  0.970
H  1.990  -1.758  0.683
H  -0.606  2.698  -1.377
H  -1.140  2.871  0.283
H  0.570  2.627  -0.068
H  0.170  -0.443  2.087

Atomic partial charges in e from the Löwdin method, atoms 1 to 2: -0.246, -0.332

4.
Entry from the OMol25 dataset: the ion C7H15FN3O with charge +1 at a distorted geometry (wB97M-V/def2-TZVPD).

LUMO energy: -5.78 eV
Net charge: +1
HOMO: -0.5457 Ha
Spin multiplicity: 1
SMILES: CC[C@@H](C)N1CO[C@@H](F)NC1=[NH2+]
ΔE to the lowest compared entry with this formula, charge and spin: 0.00 kJ/mol
E: -16728.558 eV

Cartesian coordinates (Å):
C  2.393  0.459  1.582
C  0.910  -0.009  1.166
C  0.913  -0.188  -0.405
C  1.749  -1.543  -0.699
N  -0.442  -0.387  -1.031
C  -0.872  0.758  -1.874
O  -1.012  1.989  -1.174
C  -1.783  1.845  -0.007
F  -2.875  2.728  -0.146
N  -2.376  0.515  0.202
C  -1.482  -0.567  -0.077
N  -1.631  -1.783  0.503
H  2.331  0.986  2.574
H  3.105  -0.411  1.603
H  2.748  1.220  0.824
H  0.224  0.794  1.554
H  0.703  -0.974  1.706
H  1.486  0.663  -0.877
H  2.530  -1.372  -1.484
H  2.158  -1.932  0.273
H  1.007  -2.312  -1.072
H  -1.805  0.488  -2.441
H  -0.053  0.918  -2.638
H  -1.188  2.237  0.854
H  -3.251  0.378  -0.322
H  -1.324  -2.025  1.441
H  -2.163  -2.474  -0.036

Atomic partial charges in e from the Löwdin method, atoms 1 to 2: -0.074, -0.208

5.
Entry from the OMol25 dataset: the molecule C5H8O at a distorted geometry (wB97M-V/def2-TZVPD).

LUMO energy: 1.16 eV
HOMO: -0.3668 Ha
Spin multiplicity: 1
SMILES: C1CC1[C@@H]1CO1
ΔE to the lowest compared entry with this formula, charge and spin: 321.15 kJ/mol
E: -7358.927 eV

Cartesian coordinates (Å):
C  1.730  -0.866  0.473
C  0.489  -1.560  1.104
C  0.347  -0.591  -0.073
C  -0.221  0.886  -0.003
C  -1.692  0.904  -0.342
H  2.446  -0.100  1.041
H  2.311  -1.550  -0.149
H  0.396  -2.679  0.968
H  0.288  -1.220  2.142
H  0.143  -1.000  -1.158
H  0.342  1.578  0.726
H  -2.363  1.550  0.143
H  -2.162  -0.129  -0.603
O  -0.665  1.364  -1.258

Atomic partial charges in e from the Löwdin method, atoms 1 to 2: -0.166, -0.120

6.
Entry from the OMol25 dataset: the molecule C6H4N2 at a distorted geometry (wB97M-V/def2-TZVPD).

LUMO energy: -1.61 eV
HOMO: -0.3590 Ha
Spin multiplicity: 1
SMILES: N#C/C=C/C=C/C#N
ΔE to the lowest compared entry with this formula, charge and spin: 254.99 kJ/mol
E: -9263.370 eV

Cartesian coordinates (Å):
C  -2.790  -0.277  -0.001
C  -1.409  -0.514  0.156
C  -0.768  0.642  0.042
C  0.712  0.807  0.135
C  1.491  -0.374  -0.010
C  2.794  -0.255  -0.127
H  -0.936  -1.419  0.688
H  -1.133  1.741  -0.126
H  1.212  1.854  0.200
H  0.812  -1.221  -0.137
N  -3.926  -0.035  -0.192
N  3.907  -0.126  -0.065

Atomic partial charges in e from the Löwdin method, atoms 1 to 2: -0.254, -0.112

7.
Entry from the OMol25 dataset: a cluster of 3 separate species, C5H13NO2 in total at a distorted geometry (wB97M-V/def2-TZVPD).

LUMO energy: 0.78 eV
HOMO: -0.2670 Ha
Spin multiplicity: 1
SMILES: C=C/C=C/NC.O.O
ΔE to the lowest compared entry with this formula, charge and spin: 229.45 kJ/mol
E: -10979.501 eV

Cartesian coordinates (Å):
C  2.683  0.887  -0.169
N  1.361  1.223  0.316
C  0.426  0.375  0.766
C  -0.910  0.594  0.839
C  -1.996  -0.261  1.259
C  -3.291  0.035  1.063
H  2.979  0.016  0.415
H  3.392  1.663  0.110
H  2.700  0.693  -1.235
H  1.064  2.184  0.359
H  0.776  -0.660  0.726
H  -1.230  1.631  0.676
H  -1.790  -1.284  1.563
H  -4.050  -0.627  1.443
H  -3.576  0.973  0.600
H  2.230  -2.251  -1.277
H  0.782  -1.993  -1.238
O  1.509  -2.206  -0.626
H  -1.027  0.065  -1.179
H  -1.377  -0.607  -2.503
O  -0.656  -0.447  -1.909

Atomic partial charges in e from the Löwdin method, atoms 1 to 2: -0.081, -0.065

8.
Entry from the OMol25 dataset: a cluster of 4 separate species, C46H81BrClN3O6P3S in total at a distorted geometry (wB97M-V/def2-TZVPD).

LUMO energy: -4.51 eV
Net charge: +1
HOMO: -0.3983 Ha
Spin multiplicity: 1
E: -187032.907 eV

Cartesian coordinates (Å):
C  -4.998  1.873  0.471
C  -4.365  1.621  -0.906
C  -5.003  0.461  -1.655
O  -4.472  -0.818  -1.332
C  -3.164  -1.021  -1.809
C  -2.107  -1.285  -0.731
C  -2.477  -1.886  0.463
C  -3.862  -2.401  0.648
C  -4.272  -3.569  0.045
C  -5.561  -4.015  0.290
C  -6.381  -3.282  1.122
N  -5.996  -2.138  1.702
C  -4.767  -1.733  1.467
C  -1.555  -2.091  1.527
P  -2.314  -2.944  3.048
C  -1.206  -4.336  3.403
O  -1.901  -1.923  4.284
C  -0.246  -1.656  1.416
C  0.608  -1.834  2.644
C  1.510  -3.078  2.646
C  2.064  -3.361  4.026
Br  3.418  -2.015  4.473
C  0.183  -1.068  0.147
C  1.503  -0.575  -0.116
Cl  2.746  -0.530  1.026
N  1.880  -0.065  -1.304
P  3.563  0.588  -1.651
P  4.809  -1.187  -1.876
O  6.140  -0.643  -2.083
O  4.730  -2.218  -0.665
O  4.190  -1.955  -3.130
C  0.974  -0.037  -2.365
S  1.588  0.618  -3.900
C  -0.302  -0.464  -2.215
C  -1.156  -0.419  -3.465
C  -1.652  0.993  -3.865
C  -3.152  1.134  -4.110
C  -3.478  2.308  -5.044
N  -4.659  2.131  -5.884
C  -5.927  2.373  -5.348
C  -6.110  2.936  -3.970
O  -6.912  2.142  -6.017
C  -0.757  -0.943  -0.936
H  -5.556  1.001  0.800
H  -5.677  2.718  0.436
H  -4.244  2.068  1.229
H  -4.445  2.517  -1.518
H  -3.302  1.410  -0.776
H  -4.960  0.608  -2.738
H  -6.058  0.411  -1.397
H  -3.177  -1.852  -2.515
H  -2.889  -0.117  -2.338
H  -3.602  -4.134  -0.588
H  -5.927  -4.921  -0.165
H  -7.383  -3.620  1.339
H  -4.452  -0.813  1.948
H  -1.804  -5.079  3.922
H  -0.904  -4.777  2.456
H  -0.341  -4.108  4.016
H  -2.403  -1.107  4.177
H  1.196  -0.955  2.860
H  -0.036  -1.919  3.510
H  2.381  -2.946  2.014
H  0.964  -3.939  2.272
H  2.594  -4.303  4.067
H  1.324  -3.273  4.812
H  3.949  1.096  -0.405
H  4.104  -2.944  -0.760
H  3.283  -2.252  -2.982
H  1.725  -0.559  -4.519
H  -1.954  -1.144  -3.472
H  -0.512  -0.747  -4.274
H  -1.147  1.260  -4.790
H  -1.323  1.733  -3.137
H  -3.600  0.212  -4.479
H  -3.634  1.348  -3.155
H  -3.567  3.226  -4.472
H  -2.625  2.450  -5.706
H  -4.657  1.191  -6.262
H  -5.933  2.206  -3.180
H  -7.147  3.237  -3.896
H  -5.513  3.820  -3.757
C  6.724  3.706  4.782
C  7.606  2.925  3.812
C  7.278  3.185  2.343
C  5.863  2.784  1.926
C  5.517  1.317  2.175
C  6.400  0.340  1.402
H  5.673  3.426  4.690
H  7.021  3.520  5.814
H  6.803  4.780  4.601
H  7.535  1.856  4.032
H  8.650  3.199  3.983
H  8.007  2.663  1.717
H  7.412  4.249  2.131
H  5.743  3.004  0.858
H  5.136  3.414  2.445
H  4.470  1.162  1.895
H  5.575  1.090  3.243
H  6.353  0.520  0.325
H  6.096  -0.694  1.582
H  7.444  0.425  1.700
C  -5.902  6.085  -5.960
C  -4.721  6.437  -5.055
C  -4.992  7.617  -4.124
C  -5.288  8.938  -4.834
C  -4.192  9.412  -5.788
C  -2.858  9.682  -5.098
H  -6.138  6.916  -6.624
H  -5.664  5.216  -6.575
H  -6.792  5.853  -5.371
H  -3.838  6.636  -5.669
H  -4.469  5.568  -4.438
H  -4.137  7.746  -3.454
H  -5.843  7.372  -3.479
H  -5.456  9.708  -4.076
H  -6.227  8.854  -5.387
H  -4.532  10.330  -6.273
H  -4.048  8.682  -6.589
H  -2.972  10.432  -4.313
H  -2.120  10.053  -5.809
H  -2.447  8.779  -4.643
C  5.302  -5.378  6.814
C  6.305  -6.286  6.110
C  5.886  -6.655  4.688
C  4.574  -7.435  4.586
C  4.541  -8.745  5.371
C  5.581  -9.759  4.904
H  4.332  -5.864  6.934
H  5.654  -5.102  7.808
H  5.155  -4.459  6.242
H  6.465  -7.188  6.705
H  7.272  -5.779  6.063
H  6.689  -7.229  4.218
H  5.791  -5.736  4.099
H  4.380  -7.651  3.529
H  3.745  -6.802  4.921
H  3.546  -9.185  5.268
H  4.675  -8.547  6.437
H  5.447  -9.996  3.847
H  5.496  -10.689  5.467
H  6.598  -9.388  5.040

Atomic partial charges in e from the Löwdin method, atoms 1 to 2: -0.072, -0.204

9.
Entry from the OMol25 dataset: a cluster of 11 separate species, C42H84BN7O29 in total at a distorted geometry (wB97M-V/def2-TZVPD).

LUMO energy (spin up / spin down): -2.18 / -8.81 eV
Net charge: +1
HOMO (spin up / spin down): -0.4363 / -0.4035 Ha
Spin multiplicity: 2
E: -115394.706 eV

Cartesian coordinates (Å):
C  1.112  3.295  4.573
C  -0.260  3.890  4.412
C  -1.267  2.762  4.095
C  -2.702  3.290  4.461
N  -3.861  2.293  4.271
C  -3.775  1.133  5.352
C  -5.210  0.617  5.537
C  -6.031  1.773  5.064
C  -5.211  2.916  4.722
C  -3.922  1.776  2.816
C  -3.965  2.805  1.721
C  -4.152  2.152  0.341
H  1.304  2.768  5.508
H  1.919  4.025  4.642
H  1.374  2.758  3.661
H  -0.344  4.560  3.557
H  -0.477  4.426  5.336
H  -1.071  1.949  4.794
H  -1.149  2.318  3.106
H  -2.926  4.072  3.735
H  -2.750  3.629  5.495
H  -3.105  0.391  4.917
H  -3.410  1.694  6.212
H  -5.335  -0.292  4.948
H  -5.353  0.349  6.584
H  -6.413  1.437  4.099
H  -6.824  2.062  5.754
H  -5.633  3.334  3.809
H  -4.991  3.690  5.457
H  -4.711  1.025  2.809
H  -3.042  1.217  2.499
H  -3.057  3.408  1.707
H  -4.771  3.512  1.916
H  -3.792  2.923  -0.340
H  -5.201  2.042  0.066
H  -3.620  1.229  0.112
O  1.666  -3.110  -3.109
C  1.022  -2.351  -2.287
O  0.565  -2.712  -1.025
B  -0.192  -1.573  -0.457
O  -0.145  -0.534  -1.578
C  0.396  -0.993  -2.645
O  0.528  -0.556  -3.753
O  -1.555  -1.931  -0.184
C  -1.896  -1.564  0.952
O  -2.975  -1.449  1.554
C  -0.667  -0.926  1.574
O  0.342  -1.009  0.806
O  -0.715  -0.290  2.647
C  3.402  1.201  9.246
C  3.051  -0.306  9.296
O  2.325  -0.652  8.131
C  2.823  -0.643  6.921
O  3.913  -0.398  6.593
O  1.827  -0.782  6.095
C  2.019  -0.627  4.626
H  2.918  1.873  8.537
H  4.482  1.328  9.165
H  3.185  1.637  10.221
H  2.351  -0.458  10.118
H  3.953  -0.876  9.515
H  1.030  -0.929  4.282
H  2.815  -1.267  4.245
H  2.412  0.366  4.407
C  -3.382  -0.525  -3.558
C  -4.750  -0.015  -3.964
O  -4.896  1.150  -3.257
C  -5.644  2.131  -3.812
O  -6.085  2.111  -4.965
O  -5.844  3.113  -2.884
C  -6.679  4.177  -3.141
H  -2.950  -0.428  -2.562
H  -2.554  -0.057  -4.092
H  -3.256  -1.541  -3.931
H  -5.428  -0.843  -3.758
H  -4.778  0.077  -5.049
H  -6.512  4.663  -4.102
H  -6.468  5.048  -2.520
H  -7.692  3.835  -2.929
C  4.630  -1.797  -2.512
C  4.094  -0.361  -2.720
O  4.940  0.162  -3.695
C  4.438  1.059  -4.616
O  3.419  1.796  -4.515
O  5.237  1.180  -5.724
C  6.214  0.213  -6.025
H  4.564  -2.466  -3.370
H  4.064  -2.300  -1.728
H  5.637  -1.696  -2.106
H  4.295  0.244  -1.836
H  3.065  -0.389  -3.078
H  7.020  0.489  -5.345
H  6.536  0.286  -7.064
H  6.011  -0.806  -5.695
C  -0.706  2.830  -3.850
C  -1.528  3.296  -2.621
O  -2.712  3.950  -3.041
C  -2.679  5.227  -3.278
O  -1.893  6.060  -2.893
O  -3.794  5.532  -3.920
C  -4.124  6.975  -4.122
H  -0.033  2.071  -3.450
H  -0.246  3.574  -4.499
H  -1.410  2.175  -4.364
H  -1.014  3.930  -1.898
H  -1.893  2.434  -2.063
H  -4.976  7.207  -3.483
H  -4.258  7.247  -5.169
H  -3.270  7.599  -3.856
C  -0.489  -6.125  -0.099
C  -1.015  -6.589  1.296
O  -0.482  -5.862  2.367
C  -0.727  -6.262  3.648
O  -1.469  -7.172  3.977
O  -0.031  -5.474  4.565
C  0.440  -4.157  4.221
H  -1.078  -6.532  -0.921
H  0.546  -6.430  -0.252
H  -0.502  -5.049  -0.272
H  -0.857  -7.643  1.521
H  -2.094  -6.698  1.406
H  1.274  -3.965  4.896
H  -0.402  -3.506  4.452
H  0.714  -4.042  3.172
C  2.304  2.713  -0.518
C  1.950  2.007  0.787
O  3.055  2.083  1.698
C  3.833  1.065  1.858
O  3.714  -0.069  1.426
O  4.851  1.514  2.646
C  5.841  0.603  3.009
H  1.550  2.438  -1.255
H  3.313  2.462  -0.846
H  2.128  3.782  -0.398
H  1.688  0.957  0.654
H  1.054  2.462  1.207
H  5.580  -0.192  3.707
H  6.629  1.225  3.435
H  6.324  0.223  2.109
C  4.691  -3.846  -6.556
O  5.266  -3.180  -7.395
N  5.037  -5.077  -6.292
N  3.767  -3.478  -5.762
H  4.824  -5.511  -5.405
H  5.804  -5.382  -6.874
H  3.475  -2.513  -5.827
H  3.350  -4.211  -5.206
C  3.905  -6.465  -2.888
O  3.827  -6.776  -4.042
N  2.965  -5.762  -2.405
N  4.970  -6.496  -2.073
H  2.087  -5.505  -2.832
H  3.148  -5.507  -1.445
H  5.828  -6.832  -2.487
H  4.896  -6.236  -1.100
C  -1.014  -1.335  -7.284
O  -2.088  -1.032  -6.970
N  -0.021  -1.561  -6.441
N  -0.720  -1.561  -8.522
H  0.877  -1.618  -6.899
H  -0.205  -1.451  -5.454
H  0.233  -1.344  -8.775
H  -1.511  -1.412  -9.132

Atomic partial charges in e from the Löwdin method, atoms 1 to 2: -0.104, -0.246